DFT (ωB97M-V with the def2-TZVPD basis set) results for 2 unconnected molecules or ions with the total composition C5H12O3PS in a non-equilibrium geometry.

Kohn-Sham gap (alpha / beta): 11.244 / 6.682 eV
total charge: +1
multiplicity: 3
electronic energy: -1162.618001 Ha

```
22
Properties=species:S:1:pos:R:3:forces:R:3
C -1.2480 0.9006 -1.1446 4.1 -1.5 1.5
C -0.6783 0.0441 -2.2752 -0.4 1.6 2.6
C -1.5348 0.0565 0.0958 -1.9 3.1 0.2
C -1.9185 0.8746 1.3642 1.9 0.6 0.4
C 2.2550 -2.1488 1.2798 -3.1 -1.1 0.4
O 0.4846 -0.6667 -1.8715 1.2 -0.5 0.3
O -0.4285 -0.7015 0.4373 2.9 -1.5 0.4
O 1.7506 -2.0055 -0.1176 -1.6 1.0 0.4
P 0.9643 -0.6376 -0.3533 -1.5 -1.1 -0.8
S 2.4701 2.3654 0.0130 -0.5 -0.3 -0.5
H -0.4394 1.6479 -0.8992 -0.9 -0.2 0.0
H -2.0651 1.3438 -1.5314 -2.9 1.8 -0.9
H -1.4696 -0.5292 -2.5925 -1.3 -2.5 -0.7
H -0.5065 0.7100 -3.0405 1.3 1.2 -1.9
H -2.3532 -0.5942 -0.1380 -0.4 -0.8 -0.1
H -1.1859 1.8233 1.4894 -2.0 -1.9 -0.4
H -1.6016 0.1839 2.1873 -0.7 0.7 -0.4
H -3.0037 1.1073 1.4361 1.0 0.1 -0.1
H 2.7373 -1.2753 1.3961 2.0 2.9 1.2
H 2.9314 -2.9143 1.1749 1.4 -1.9 0.1
H 1.5104 -2.3369 2.1499 0.8 0.3 -2.1
H 3.3294 2.7527 0.9399 0.4 0.1 0.5
```
Positions in Å, forces in eV/Å.

Results of the Mulliken charge analysis, in e, for atoms 1 through 8: atom 1 (C): -0.910, atom 2 (C): -0.467, atom 3 (C): 0.351, atom 4 (C): -1.175, atom 5 (C): -0.733, atom 6 (O): -0.350, atom 7 (O): -0.248, atom 8 (O): -0.280